(1)
2 unconnected molecules or ions with the total composition C6H15N2 at a distorted geometry, computed with wB97M-V/def2-TZVPD.

Cartesian coordinates (Å):
N 2.826118 -1.483291 -0.151910
N -1.245452 -0.300647 0.366021
C -3.660547 -0.452770 0.114963
C 3.427701 -0.120331 -0.162886
C 1.065642 0.538265 0.405985
C -2.261847 -0.868491 -0.474588
C -0.069173 0.047237 -0.205132
C 2.224643 0.819734 -0.459266
H 4.175702 -0.144387 -0.946395
H -0.181933 0.087498 -1.238985
H 1.025907 0.658702 1.469366
H -2.105870 2.820638 1.602735
H -3.424633 0.427090 0.715916
H -4.054553 -1.134797 0.870450
H 3.431147 -2.231998 0.136160
H -2.278038 -0.485983 -1.479828
H 3.991491 0.035394 0.838906
H -2.765756 2.845327 1.241951
H 1.888122 -1.423683 0.427754
H -2.174621 -2.017090 -0.572156
H -4.384275 -0.269221 -0.632252
H 1.887862 0.821292 -1.581119
H 2.662364 1.831510 -0.285688

Atoms 1-2, force components in eV/Å:
-0.970 2.434 3.651
1.238 -1.221 0.437

Values from the calculation:
Net charge: +2
Gap between HOMO and LUMO (spin up / spin down): 7.1 / 6.1 eV
E_HOMO (spin up / spin down): -18.978 / -18.989 eV
Energy relative to the best compared isomer or geometry (same formula, charge and spin): 727.23 kJ/mol
2S+1: 2

Atomic partial charges in e from the Löwdin method, atoms 1 to 8: number 1, N, carries 0.333; number 2, N, carries 0.214; number 3, C, carries -0.024; number 4, C, carries -0.090; number 5, C, carries 0.062; number 6, C, carries -0.190; number 7, C, carries -0.101; number 8, C, carries -0.131

(2)
2 unconnected molecules or ions with the total composition C6H15N2S at a distorted geometry, computed with wB97M-V/def2-TZVPD.

Cartesian coordinates (Å):
S 2.917585 3.990033 -0.203236
N 0.640163 0.242538 -0.956880
N 1.975050 1.703581 0.775902
C -0.664823 -1.501845 0.078768
C 1.803330 2.631769 -0.047853
C -0.440989 -1.273004 -2.431625
C -1.866564 -1.271495 2.197913
C -0.075446 -0.919924 -1.128804
C -1.629841 -0.590851 0.892110
H -1.296496 0.483686 0.962115
H -0.401372 -2.389447 -2.612682
H 0.233834 -0.773800 -3.184202
H 1.040776 2.611163 -0.763237
H 0.860034 0.517333 -0.038182
H 1.034209 0.680525 -1.825020
H 2.844752 1.727420 1.328397
H -2.552646 -2.123181 2.291888
H -1.482823 -0.946794 -2.652396
H 3.871806 3.549040 0.568977
H -2.508629 -0.470823 0.349868
H -2.239293 -0.364878 2.875227
H -1.003213 -1.501993 2.787495
H 0.042738 -1.618868 0.842473
H -1.102142 -2.390181 -0.107017

Atoms 1-2, force components in eV/Å:
-1.135 0.864 -1.315
-2.339 -4.568 -3.938

Values from the calculation:
Net charge: +1
Gap between HOMO and LUMO: 8.6 eV
E_HOMO: -12.962 eV
Energy relative to the best compared isomer or geometry (same formula, charge and spin): 170.45 kJ/mol

Atomic partial charges in e from the Löwdin method, atoms 1 to 8: number 1, S, carries 0.827; number 2, N, carries 0.216; number 3, N, carries 0.001; number 4, C, carries -0.113; number 5, C, carries -0.642; number 6, C, carries -0.007; number 7, C, carries -0.107; number 8, C, carries -0.237

(3)
A gas-phase ion, C6H15N3 (charge +2) at a distorted geometry, computed with wB97M-V/def2-TZVPD.

Cartesian coordinates (Å):
N 0.453981 -0.235975 0.448263
N 2.067555 1.306924 0.379280
N 0.301746 0.417465 -0.814446
C -0.182901 -0.502141 -1.730025
C -1.218844 -1.311548 -0.974692
C -0.853641 -1.101506 0.476855
C 1.070159 0.950619 1.342139
C 1.584157 1.329825 -0.902626
C -1.937973 -0.526989 1.395114
H -1.196403 -2.406418 -1.168131
H 1.476688 0.639475 2.413718
H 2.255575 1.078665 -1.769202
H -1.762565 -0.332412 2.508616
H 0.253596 1.673808 1.480207
H 1.127527 2.303816 -1.267935
H -0.499400 -2.053870 1.012035
H -0.246461 1.289486 -0.695984
H -0.343031 -0.132693 -2.695577
H 0.800768 -1.115356 -1.721731
H -2.708846 -1.342430 1.465980
H 1.125996 -1.026551 0.360824
H -2.169617 -0.811566 -1.304129
H 2.965348 1.531098 0.761383
H -2.363414 0.378272 1.000065

Atoms 1-2, force components in eV/Å:
-1.173 -1.016 0.660
-0.328 -0.592 2.806

Values from the calculation:
SMILES: C[C@H]1CC[N@@H+]2CNC[N@@H+]12
Net charge: +2
Gap between HOMO and LUMO: 11.6 eV
E_HOMO: -18.714 eV
Energy relative to the best compared isomer or geometry (same formula, charge and spin): 470.18 kJ/mol

Atomic partial charges in e from the Löwdin method, atoms 1 to 8: number 1, N, carries 0.052; number 2, N, carries 0.002; number 3, N, carries -0.070; number 4, C, carries -0.086; number 5, C, carries -0.062; number 6, C, carries -0.246; number 7, C, carries 0.011; number 8, C, carries -0.069

(4)
A gas-phase ion, C6H15N3 (charge +2) at a distorted geometry, computed with wB97M-V/def2-TZVPD.

Cartesian coordinates (Å):
N -1.023650 -0.701340 -0.191545
N 1.164784 -0.759792 0.163465
N 0.823911 0.728515 0.043306
C 0.032010 -1.448979 -0.037866
C -1.432726 1.468719 1.292097
C -2.252212 -1.197349 -0.720067
C 2.442547 -1.242401 0.685146
C 1.231292 1.282385 -1.286956
C -0.768389 0.754559 0.110359
H -1.292432 0.809617 2.266177
H -2.356947 -2.331558 -0.798611
H 2.631985 -2.073426 0.033678
H 2.226060 -1.435561 1.662580
H 2.324699 1.605416 -1.183918
H 1.214800 0.562392 -1.985098
H -2.614931 -0.603531 -1.529885
H -0.038479 -2.481090 -0.107294
H -0.881166 1.381184 -0.867830
H 1.079663 1.116282 0.947643
H -0.908362 2.366362 1.355706
H 3.317039 -0.631117 0.675432
H 0.643268 2.215022 -1.530381
H -2.409536 1.537784 0.965054
H -3.153238 -0.922103 0.038815

Atoms 1-2, force components in eV/Å:
0.860 0.581 0.600
-0.958 2.340 -0.878

Values from the calculation:
SMILES: C[C@@H]1N(C)C=[N+](C)[N@H+]1C
Net charge: +2
Gap between HOMO and LUMO: 10.7 eV
E_HOMO: -18.656 eV
Energy relative to the best compared isomer or geometry (same formula, charge and spin): 401.58 kJ/mol

Atomic partial charges in e from the Löwdin method, atoms 1 to 8: number 1, N, carries -0.053; number 2, N, carries -0.015; number 3, N, carries 0.036; number 4, C, carries 0.041; number 5, C, carries 0.048; number 6, C, carries 0.003; number 7, C, carries 0.068; number 8, C, carries 0.065

(5)
2 unconnected molecules or ions with the total composition C6H15N3O, computed with wB97M-V/def2-TZVPD.

Cartesian coordinates (Å):
O -1.034055 0.435248 -0.758525
N -0.288143 1.210510 1.220140
N 0.652954 -1.986617 -1.187425
N 0.172078 -3.226108 -1.273020
C 0.095279 2.310086 2.073534
C -0.741350 1.378611 -0.041623
C 1.943883 -1.754781 -1.777861
C -0.131519 -0.120708 1.763742
C -1.062950 -3.452409 -1.113576
C -0.866784 2.806901 -0.518588
H 0.095839 3.311856 -0.482233
H 0.919276 -0.327536 1.977182
H -1.573518 3.357181 0.098499
H 1.886363 -1.518985 -2.847901
H -0.713112 -0.224167 2.681889
H 2.428867 -0.924246 -1.263616
H -0.728620 3.013365 2.211936
H -1.809681 -2.670630 -0.967145
H -0.009432 -1.207949 -1.224692
H -1.225807 2.794621 -1.543892
H -1.386917 -4.477435 -1.117141
H -0.488454 -0.839231 1.030046
H 0.950886 2.854177 1.664692
H 0.375208 1.915379 3.047369
H 2.539709 -2.657133 -1.651790

Atoms 1-2, force components in eV/Å:
-0.180 -0.209 -0.397
0.011 -0.152 0.152

Values from the calculation:
SMILES: CC(=O)N(C)C.C=NNC
Net charge: 0
Gap between HOMO and LUMO: 8.5 eV
E_HOMO: -7.868 eV
Energy relative to the best compared isomer or geometry (same formula, charge and spin): 171.40 kJ/mol

Atomic partial charges in e from the Löwdin method, atoms 1 to 8: number 1, O, carries 0.010; number 2, N, carries -0.158; number 3, N, carries -0.152; number 4, N, carries -0.081; number 5, C, carries -0.057; number 6, C, carries -0.506; number 7, C, carries -0.108; number 8, C, carries -0.037

(6)
4 unconnected molecules or ions with the total composition C6H15N3O9 at a distorted geometry, computed with wB97M-V/def2-TZVPD.

Cartesian coordinates (Å):
O -22.038700 1.747046 13.029978
O -24.216900 0.074856 16.804404
O -21.359398 7.701954 8.463173
O -22.162869 -0.359232 16.261335
O -18.040155 -1.442131 15.380136
O -18.963646 0.455055 15.800881
O -23.543035 7.590309 8.301374
O -22.388502 5.870926 9.175074
O -20.565773 2.190367 11.537394
N -23.359590 -0.360823 16.067617
N -18.820641 -0.553583 15.139246
N -21.647336 2.370904 12.053610
C -22.447869 6.972055 8.729886
C -22.624901 3.273085 11.398217
C -19.526646 -0.486556 13.835937
C -24.797456 7.064000 8.737081
C -23.824826 -0.995971 14.793446
C -21.479526 9.119052 8.477950
H -23.613445 3.024558 11.771917
H -19.224814 0.468498 13.409574
H -22.659470 3.141536 10.320484
H -24.838039 -1.332111 14.973592
H -23.072121 -1.737007 14.543563
H -22.380367 4.307271 11.621110
H -22.275090 9.430661 9.157471
H -19.175996 -1.218919 13.113763
H -20.601066 9.643081 8.849887
H -25.586988 7.203284 8.004475
H -24.694717 6.011851 8.989745
H -23.810813 -0.258601 13.991658
H -20.603431 -0.446441 13.947216
H -25.096346 7.630347 9.622850
H -21.708308 9.473269 7.473698

Atoms 1-2, force components in eV/Å:
0.005 0.426 -0.012
0.180 0.156 0.138

Values from the calculation:
SMILES: C[N+](=O)[O-].C[N+](=O)[O-].C[N+](=O)[O-].COC(=O)OC
Net charge: 0
Gap between HOMO and LUMO: 10.5 eV
E_HOMO: -10.554 eV
Energy relative to the best compared isomer or geometry (same formula, charge and spin): 67.70 kJ/mol

Atomic partial charges in e from the Löwdin method, atoms 1 to 8: number 1, O, carries 0.042; number 2, O, carries 0.069; number 3, O, carries 0.015; number 4, O, carries 0.063; number 5, O, carries 0.070; number 6, O, carries 0.058; number 7, O, carries -0.015; number 8, O, carries 0.138